Density functional theory data (wB97M-V/def2-TZVPD) for 2 unconnected molecules or ions with the total composition C7H12O at a distorted geometry.

XYZ file:
```
20
Properties=species:S:1:pos:R:3:lowdin_charge:R:1
C 1.122 1.165 -3.424 0.0007
C 0.651 0.056 -2.866 -0.1849
C -0.123 0.044 -1.619 -0.1081
C -0.644 -1.066 -1.096 -0.0757
C -1.382 -1.111 0.173 -0.3584
C -1.550 -2.214 0.913 0.0415
C -2.072 0.146 0.682 -0.0699
H 1.804 1.076 -4.267 0.0514
H 0.869 2.190 -3.180 0.0582
H 0.869 -0.927 -3.264 0.0998
H -0.196 0.986 -1.113 0.0975
H -0.528 -2.043 -1.562 0.1148
H -0.952 -3.104 0.766 0.0623
H -2.276 -2.158 1.697 0.0522
H -2.977 0.314 0.088 0.0898
H -2.288 0.030 1.733 0.0652
H -1.486 1.058 0.645 0.0635
O 4.075 1.653 5.139 -0.0758
H 3.559 1.661 5.962 0.0356
H 3.525 2.244 4.591 0.0402
```

Gap between HOMO and LUMO = 8.8786 eV
Charge = 0
E = -349.08760 a.u.
Molecular weight = 112.17 g/mol
HOMO energy = -8.30 eV
Relative energy (zero: lowest compared OMol25 entry of this formula, charge and spin) = 1.661 eV
Structure (SMILES) = C=C/C=C/C(=C)C.O



Density functional theory data (wB97M-V/def2-TZVPD) for 2 unconnected molecules or ions with the total composition C17H35Cl2IN2O4PS at a distorted geometry.

XYZ file:
```
63
Properties=species:S:1:pos:R:3:lowdin_charge:R:1
C -3.814 0.827 0.309 -0.0932
C -2.661 0.498 -0.847 -0.2284
N -2.404 -1.014 -0.950 -0.1051
C -0.920 -1.308 -1.048 -0.1908
C -0.198 -1.546 0.424 -0.1219
C -0.051 -0.175 1.319 -0.2391
C 0.947 0.889 0.533 -0.1490
N 1.193 2.178 1.285 -0.2169
P 0.855 3.540 0.129 0.4280
O 1.228 5.028 0.969 -0.2301
O -0.818 3.573 -0.404 -0.2397
S 2.065 3.481 -1.428 0.3405
C 0.411 2.303 2.586 -0.2194
C 0.616 1.002 3.586 -0.5811
I 2.553 1.383 4.627 0.8313
C 0.645 -0.445 2.816 -0.3024
C -0.072 -1.679 3.623 -0.5829
Cl -1.926 -1.732 3.474 0.5424
C 0.312 -1.791 5.212 -0.6346
C 1.439 -2.925 5.579 -0.1420
Cl -1.270 -2.348 6.084 0.4756
C -3.123 -1.392 -2.262 -0.2775
C -2.327 -1.213 -3.721 -0.0332
O -4.381 -1.879 -2.162 -0.0307
H -3.534 0.158 1.238 0.0623
H -4.902 0.558 -0.090 0.1018
H -3.766 1.946 0.684 0.0765
H -3.075 0.952 -1.868 0.1396
H -1.690 1.090 -0.568 0.0747
H -0.441 -0.407 -1.652 0.1056
H -0.667 -2.278 -1.693 0.1481
H 0.883 -1.986 0.181 0.1360
H -0.794 -2.406 0.949 0.1132
H -1.132 0.244 1.509 0.1193
H 0.526 1.192 -0.530 0.0850
H 1.966 0.298 0.356 0.1749
H 2.210 2.205 1.527 0.1436
H 1.802 4.760 1.770 0.0969
H -0.762 3.837 -1.390 0.1119
H 0.782 3.324 3.082 0.1269
H -0.733 2.409 2.350 0.1599
H -0.234 1.013 4.391 0.1225
H 1.772 -0.727 2.595 0.1378
H 0.322 -2.685 3.116 0.1324
H 0.620 -0.786 5.726 0.0693
H 1.003 -3.811 6.249 0.0913
H 2.234 -2.384 6.285 0.0951
H 1.989 -3.385 4.652 0.0867
H -3.062 -1.094 -4.624 0.1054
H -1.638 -2.183 -3.809 0.0971
H -1.574 -0.294 -3.614 0.0780
C 1.950 0.651 -5.494 -0.0558
C 1.596 -0.243 -4.317 -0.5035
C 2.698 -1.252 -4.036 -0.0578
O 0.382 -0.934 -4.597 -0.1013
H 2.082 0.061 -6.408 0.0881
H 1.143 1.364 -5.692 0.0833
H 2.872 1.209 -5.303 0.0836
H 1.425 0.372 -3.426 0.1184
H 2.856 -1.910 -4.898 0.0883
H 2.424 -1.897 -3.194 0.0740
H 3.642 -0.751 -3.801 0.0834
H 0.525 -1.483 -5.386 0.1077
```

Gap between HOMO and LUMO = 7.6702 eV
Charge = +1
E = -3036.35753 a.u.
Molecular weight = 592.33 g/mol
HOMO energy = -11.70 eV



Density functional theory data (wB97M-V/def2-TZVPD) for a single C2H5NO2 molecule at a distorted geometry.

XYZ file:
```
10
Properties=species:S:1:pos:R:3:lowdin_charge:R:1
O 1.813 -0.486 -0.660 0.0803
C 1.089 0.027 0.080 -0.2550
C -0.511 -0.009 -0.099 -0.2253
N -1.060 1.090 0.524 -0.1343
O -0.541 0.793 1.842 -0.1462
H 1.635 0.784 0.628 0.1143
H -0.925 -0.037 -1.099 0.1164
H -0.950 -0.937 0.486 0.1477
H -0.616 2.074 0.291 0.1731
H -1.209 0.029 1.998 0.1291
```

Gap between HOMO and LUMO = 9.9865 eV
Charge = 0
E = -284.30285 a.u.
Molecular weight = 75.07 g/mol
HOMO energy = -9.09 eV
Relative energy (zero: lowest compared OMol25 entry of this formula, charge and spin) = 4.477 eV
Structure (SMILES) = O=CCNO



Density functional theory data (wB97M-V/def2-TZVPD) for a molecular structure, C6H10 at a distorted geometry.

XYZ file:
```
16
Properties=species:S:1:pos:R:3:lowdin_charge:R:1
C 0.989 1.357 0.129 -0.1340
C 0.857 -0.153 -0.125 -0.4480
C 1.946 -1.017 -0.114 0.0076
C -0.525 -0.659 -0.505 -0.2753
C -1.529 -0.689 0.722 -0.1142
C -1.741 0.414 -0.483 -0.1148
H -0.141 1.916 0.761 0.1462
H 2.069 1.266 0.907 0.1300
H 1.226 2.034 -1.076 0.1684
H 2.958 -0.679 0.304 0.0661
H 1.864 -2.096 -0.340 0.0545
H -0.539 -1.494 -1.309 0.1527
H -1.178 -0.361 1.829 0.1395
H -2.117 -1.609 0.721 0.0655
H -1.574 1.525 -0.187 0.0699
H -2.563 0.244 -1.234 0.0859
```

Gap between HOMO and LUMO = 9.6953 eV
Charge = 0
E = -234.40629 a.u.
Molecular weight = 82.15 g/mol
HOMO energy = -8.74 eV
Relative energy (zero: lowest compared OMol25 entry of this formula, charge and spin) = 5.340 eV



Density functional theory data (wB97M-V/def2-TZVPD) for a single C13H13NO molecule at a distorted geometry.

XYZ file:
```
28
Properties=species:S:1:pos:R:3:lowdin_charge:R:1
C -2.590 -2.615 0.199 -0.0672
C -2.312 -1.143 -0.035 -0.1268
C -3.654 -0.412 0.139 0.0052
C -3.446 0.997 -0.092 -0.0557
C -2.101 1.446 -0.415 -0.0352
C -0.963 0.746 -0.294 -0.3790
O 0.146 1.578 -0.376 0.0347
C 1.236 0.675 -0.434 -0.0290
C 1.999 0.012 -1.610 0.0014
C 3.166 -0.460 -1.404 -0.2265
C 3.659 -0.920 -0.339 0.0197
C 2.969 -0.552 1.083 0.0160
C 1.900 0.065 0.975 -0.2255
N 1.147 0.506 2.156 0.0671
C -1.034 -0.503 -0.179 -0.0096
H -3.516 -2.911 -0.298 0.0777
H -2.598 -3.075 1.167 0.0754
H -1.808 -2.990 -0.429 0.0648
H -4.580 -0.676 -0.057 0.0361
H -4.304 1.763 -0.238 0.1211
H -1.935 2.640 -0.368 0.1633
H 1.483 0.536 -2.269 0.0669
H 3.633 -0.730 -2.297 0.1130
H 4.462 -1.387 -0.003 0.0542
H 3.406 -0.801 1.826 0.0107
H 1.825 0.668 2.862 0.0521
H 0.499 1.368 2.104 0.1221
H -0.333 -1.074 -0.401 0.0529
```

Gap between HOMO and LUMO = 8.8928 eV
Charge = 0
E = -632.79349 a.u.
Molecular weight = 199.25 g/mol
HOMO energy = -8.32 eV
Relative energy (zero: lowest compared OMol25 entry of this formula, charge and spin) = 11.258 eV
Structure (SMILES) = Cc1cccc(Oc2ccccc2N)c1



Density functional theory data (wB97M-V/def2-TZVPD) for a molecular structure, C12H26BrCoGeN2O7P2Se at a distorted geometry.

XYZ file:
```
53
Properties=species:S:1:pos:R:3:mulliken_spin:R:1
Co -0.178 -0.319 0.645 2.7917
O 5.862 0.390 1.454 -0.0002
C 4.602 0.118 1.144 -0.0017
C 4.162 -0.151 -0.157 0.0009
C 2.839 -0.473 -0.368 -0.0048
N 1.939 -0.538 0.613 0.0263
C 2.358 -0.229 1.839 -0.0034
Br 0.988 -0.272 3.142 0.0254
C 3.650 0.088 2.175 0.0043
H 6.442 0.406 0.680 -0.0001
H 4.849 -0.125 -0.988 0.0004
H 2.468 -0.704 -1.355 0.0000
H 3.939 0.300 3.193 -0.0003
N -2.891 3.034 -0.491 0.0001
C -2.438 2.434 0.791 0.0012
C -3.193 3.038 1.953 0.0005
P -2.750 0.618 0.572 -0.0283
O -2.035 -0.052 1.899 0.0056
O -4.186 0.338 0.513 0.0063
O -1.844 0.173 -0.553 0.0455
P -0.604 2.878 0.781 0.0122
O -0.274 3.387 2.262 0.0015
O -0.590 3.996 -0.209 0.0018
O 0.276 1.687 0.553 0.0321
H -3.794 3.511 -0.425 0.0001
H -2.936 2.298 -1.206 0.0000
H -2.047 3.704 -0.707 -0.0001
H -4.242 2.730 1.930 0.0000
H -3.133 4.128 1.919 0.0000
H -2.760 2.707 2.898 0.0002
H -2.579 -0.007 2.689 0.0068
H -0.213 4.341 2.302 -0.0001
C 1.166 -3.930 3.080 -0.0002
Ge 0.202 -5.048 1.757 0.0021
C -1.612 -5.515 2.407 0.0002
C 1.237 -6.689 1.347 0.0000
C 0.166 -4.114 -0.056 0.0054
Se -0.795 -2.450 -0.424 0.0574
C -2.569 -2.947 0.167 0.0066
H 1.389 -4.541 3.951 -0.0001
H 0.570 -3.086 3.411 0.0000
H 2.107 -3.560 2.679 0.0002
H -1.510 -6.340 3.109 0.0000
H -2.258 -5.840 1.597 -0.0001
H -2.080 -4.687 2.930 0.0000
H 1.378 -7.289 2.242 0.0001
H 2.217 -6.446 0.949 0.0000
H 0.709 -7.297 0.619 0.0001
H -0.215 -4.837 -0.783 0.0025
H 1.200 -3.898 -0.337 -0.0005
H -2.596 -3.036 1.250 0.0007
H -2.854 -3.890 -0.299 0.0023
H -3.247 -2.158 -0.154 -0.0005
```

Gap between HOMO and LUMO (spin up / spin down) = 9.1919 / 8.8103 eV
<S²> = 3.756
Charge = +1
E = -10226.93495 a.u.
Molecular weight = 662.70 g/mol
HOMO energy (spin up / spin down) = -11.45 / -11.67 eV
Multiplicity = 4